A 2-piece molecular cluster, C9H14 overall in a non-equilibrium geometry, computed with wB97M-V/def2-TZVPD.

Properties
Strongest force on any atom   5.705 eV Å⁻¹
Multiplicity   1
Energy relative to the best compared isomer or geometry (same formula, charge and spin)   229.4 kJ/mol
Total charge   0

The geometry in XYZ format:
```
23
Properties=species:S:1:pos:R:3:forces:R:3:mulliken_charge:R:1
C 1.36287 -2.12493 1.14420 -1.23 2.01 -5.19 -1.483
C 1.30806 -0.60227 0.96016 -2.10 -0.03 0.03 0.576
C 1.05474 0.07682 2.12687 -0.56 0.77 3.68 -0.095
C 0.62259 1.40616 2.15424 -1.47 2.04 0.65 -0.457
C 0.43769 2.04595 0.93661 0.49 0.78 -0.19 -0.205
C 0.83373 1.46392 -0.28103 -1.32 1.31 1.05 -0.706
C 1.06860 0.12552 -0.23327 1.15 -1.91 -0.24 -0.146
H 1.16861 -2.64423 0.15586 -0.23 0.58 0.95 0.328
H 0.66571 -2.42275 1.83078 -1.24 -0.95 1.95 0.441
H 2.33663 -2.32247 1.26406 3.53 -1.35 1.49 0.406
H 0.95978 -0.38765 3.18762 0.73 0.15 -2.12 0.196
H 0.22503 2.07794 3.08939 1.25 -2.41 -2.04 0.184
H -0.09136 2.99719 0.91219 0.49 0.10 0.04 0.339
H 0.74535 2.07723 -1.19202 -0.09 -0.79 0.32 0.331
H 0.98552 -0.42054 -1.15538 0.57 -0.32 -0.40 0.288
C -2.07282 -0.60583 -3.24451 -1.71 -0.23 -2.51 -0.704
C -3.14122 -0.83300 -2.17004 0.52 -0.58 1.23 -0.773
H -1.93381 -1.54340 -3.77937 -0.39 -0.50 -0.08 0.282
H -2.63829 0.00458 -4.09257 2.16 -0.46 1.64 0.222
H -0.99670 -0.49113 -3.00071 -0.96 1.39 0.28 0.203
H -3.82764 -1.67262 -2.46356 0.92 0.48 0.63 0.260
H -3.81685 -0.02247 -1.93127 0.04 0.69 -0.57 0.294
H -2.62742 -0.94377 -1.18433 -0.57 -0.79 -0.60 0.218
```
Forces are in eV/Å.